3 unconnected molecules or ions with the total composition C3H14N2O3 at a distorted geometry, computed with wB97M-V/def2-TZVPD.

Geometry as XYZ:
```
22
Properties=species:S:1:pos:R:3:forces:R:3:lowdin_charge:R:1
N -0.501 2.360 0.441 -0.6043 0.8353 0.9422 -0.0125
C 0.277 1.986 -0.692 -0.6534 -1.1388 -1.2333 -0.3288
C 0.736 0.560 -0.599 0.1434 -1.6359 2.2403 -0.1848
N -0.393 -0.448 -1.029 3.1756 1.9905 0.0352 -0.0255
C 0.204 -1.592 -1.679 -0.2370 -1.2454 -0.6025 -0.3113
O 0.259 -2.591 -0.682 -0.5409 -1.5211 0.9663 -0.1223
H -0.870 1.477 0.806 0.4390 0.9019 0.5862 0.0106
H 0.049 2.926 1.137 -0.9128 -1.3328 -0.9410 0.1018
H 1.035 2.686 -0.836 1.7440 0.9323 -0.1396 0.0888
H -0.240 1.984 -1.660 -0.6887 0.5993 0.1148 0.1045
H 1.679 0.338 -1.138 -0.7507 0.1330 -0.0584 0.1115
H 0.983 0.381 0.540 -0.4082 0.2883 -2.3645 0.1127
H -1.257 0.046 -1.219 0.2282 -0.6347 -0.8435 0.1083
H -0.352 -2.137 -2.546 0.7454 1.8343 0.9560 0.1412
H 1.339 -1.526 -1.873 -1.9462 0.6773 -0.3938 0.1387
H -0.663 -2.716 -0.392 0.4623 -0.0846 -0.0583 0.0987
O -1.616 0.086 1.976 0.3150 1.0806 2.6147 -0.1185
H -1.189 0.163 2.908 -0.8813 -0.3919 -2.4824 0.1034
H -2.151 0.911 1.944 0.1753 -0.8527 0.0870 0.0459
O 1.177 -1.277 1.672 -2.5889 -3.4984 -0.6061 -0.1739
H 0.880 -2.167 2.109 1.1934 2.4300 -0.6956 0.0882
H 0.617 -1.449 0.811 1.5909 0.6335 1.8761 0.0232
```
Forces are in eV/Å.

Summary:
**Frontier orbital gap**: 0.3547 hartree
**Spin multiplicity**: 1
**SMILES**: NCCNCO.O.O
**Energy relative to the best compared isomer or geometry (same formula, charge and spin)**: 2.7513 eV
**HOMO level**: -8.955 eV

---

40 unconnected molecules or ions with the total composition H80O40 at a distorted geometry, computed with wB97M-V/def2-TZVPD.

Geometry as XYZ:
```
120
Properties=species:S:1:pos:R:3:forces:R:3:lowdin_charge:R:1
H -0.422 -4.614 2.674 -0.2064 0.0313 -0.1707 -0.0058
H -1.350 -5.077 3.809 0.0771 0.1420 -0.2613 0.0163
O -0.464 -5.185 3.444 0.1511 -0.1010 0.3039 -0.0526
H 5.897 -1.484 -2.472 -0.0393 -0.4807 -0.0329 0.0240
H 5.165 -2.791 -2.872 -0.1246 0.0928 0.1585 0.0027
O 5.896 -2.212 -3.109 0.1226 0.4340 -0.0898 -0.0613
H 2.457 5.431 -1.066 0.5573 0.2702 -0.3367 0.0122
H 3.586 4.682 -1.668 0.3515 -0.0975 -0.1297 0.0006
O 3.288 5.587 -1.569 -0.7007 -0.0408 0.2651 -0.0740
H -3.532 -5.157 2.402 0.2127 0.6777 -0.1464 0.0725
H -3.368 -3.673 1.882 -0.2778 0.0157 0.0074 -0.0381
O -3.300 -4.242 2.640 0.0966 -1.1922 1.0727 -0.0554
H -2.863 -1.061 -2.484 0.8634 -0.5850 -0.8439 0.0605
H -2.441 -2.159 -1.744 0.5113 -1.0710 0.3946 0.0233
O -2.174 -1.794 -2.597 -1.9876 2.0133 0.7279 -0.0776
H 1.326 3.294 0.106 0.0136 0.3418 0.5164 -0.0187
O 1.690 4.177 0.135 0.4299 0.5458 -0.7671 -0.0767
H 0.330 1.215 5.758 0.1847 0.6856 0.2879 0.0357
O 1.280 1.177 5.636 0.3927 -1.1296 -0.5971 -0.0469
H 2.525 -4.337 0.294 0.8684 -0.6773 -1.0120 0.0232
H 2.059 -5.868 -0.213 0.8790 0.3537 -0.7697 0.0550
O 2.009 -5.133 0.389 -1.1424 -0.1336 1.6955 -0.0265
H -1.807 6.000 0.870 0.0886 0.3227 0.0694 0.0403
H -2.262 4.579 0.784 -0.1531 0.0634 0.0279 0.0008
O -2.612 5.480 0.818 0.1391 -0.4231 -0.1052 -0.0470
H 0.492 -2.284 2.473 -0.3509 0.2370 0.2805 0.0648
H -0.542 -1.229 3.140 0.2053 -0.5148 -0.3926 0.0399
O -0.018 -1.472 2.342 1.0248 0.2686 0.7820 -0.0906
H -2.699 -0.505 2.929 -0.6948 -0.5048 -0.3041 0.0274
H -2.464 -1.609 4.102 -0.8553 -0.3308 -0.3521 0.0719
O -2.176 -0.816 3.657 1.3411 0.9122 0.9658 -0.0117
H -3.297 -3.623 0.209 0.7176 0.1588 -0.6448 0.0537
O -2.341 -3.515 0.016 -1.4215 -0.4134 -0.3071 -0.0464
H 1.097 -3.059 0.328 0.7769 -0.3936 -0.3836 0.0186
H -0.031 -4.133 0.084 0.7713 -0.4827 -0.3338 0.0103
O 0.178 -3.254 0.382 -1.5759 1.5846 0.7041 -0.0543
H 5.617 1.276 1.655 -0.1046 0.2328 0.6170 0.0047
H 6.741 1.258 0.726 0.5339 0.2472 0.0955 0.0424
O 6.451 1.736 1.516 -0.2480 -0.5527 -0.6491 -0.0461
H -4.427 0.855 -2.700 -0.4130 -0.1128 0.5300 0.0679
H -4.899 0.178 -1.357 -0.0063 0.4430 0.0681 0.0704
O -4.299 0.099 -2.103 0.6147 0.4695 -0.7319 -0.0401
H 0.048 2.547 2.341 0.3537 0.8221 0.1611 0.0649
H 1.515 2.239 2.069 -0.7773 1.9060 0.5276 0.0279
O 0.895 3.040 2.276 -0.6713 -2.9810 -0.4564 -0.1115
H -0.935 -4.622 -2.316 -0.0424 -0.4624 -0.3259 0.0274
H -1.048 -5.310 -1.042 0.4338 -0.3843 -0.1487 0.0502
O -0.409 -5.235 -1.777 -0.9748 0.4457 0.3526 -0.0384
H -2.481 1.665 -0.759 -0.4073 0.1359 0.0559 0.0304
H -1.897 1.498 0.582 -0.1105 -0.0625 0.2327 0.0099
O -2.352 2.164 0.060 0.8414 -0.2619 -0.0825 -0.0290
H 0.317 1.516 -0.728 -0.4142 0.5289 -0.5283 0.1098
O 1.271 1.537 -0.495 -0.4452 -0.9294 0.2051 0.1067
H 4.846 -2.763 1.160 0.2261 -0.9672 -0.9019 0.0600
H 4.552 -1.428 1.056 -0.1198 0.7333 -1.0701 0.0187
O 4.630 -2.164 0.422 -0.1633 0.0504 1.9760 -0.0651
H 4.174 1.459 0.060 -0.0158 -0.2361 0.4382 0.0686
O 3.921 0.514 0.018 0.3408 0.7341 -0.4877 -0.0479
H -4.204 3.536 -1.043 -0.5786 0.1208 -0.1136 0.0101
H -4.075 3.163 0.365 -0.1611 -0.0971 0.2020 -0.0332
O -4.765 3.272 -0.292 0.2008 0.1267 -0.5137 -0.0716
H 1.378 5.044 3.978 -0.0665 0.1659 -0.0229 0.0345
H 1.388 3.523 3.882 0.5829 0.9137 -0.0385 -0.0046
O 1.931 4.289 4.184 0.0968 -0.5763 0.5863 -0.0882
H -5.549 -1.976 -1.613 -0.5686 -0.0732 -0.1548 0.0474
H -4.784 -3.324 -1.627 -0.3755 -0.1149 -0.1101 0.0606
O -4.690 -2.374 -1.530 0.6980 -0.4114 0.3323 -0.0417
H 2.713 0.326 1.270 0.0415 0.1738 -0.0337 0.0359
H 1.286 0.322 1.978 0.0474 -0.8841 0.3754 0.0395
O 2.092 0.825 1.830 -0.0866 -0.3611 0.1456 -0.0181
H -4.608 -1.206 2.467 -0.7695 0.2344 0.2664 0.0283
H -5.613 -2.435 2.487 -0.4857 0.2302 0.5225 0.0562
O -4.788 -2.093 2.163 1.0042 -0.0652 -1.0129 -0.0274
H 2.819 1.486 -4.471 -0.4163 0.0383 -0.1521 0.0158
H 3.384 2.507 -5.297 -0.7479 0.6558 -0.1608 0.0792
O 2.519 2.311 -4.881 1.2573 -0.6599 -0.1485 -0.0425
H -0.847 -0.023 1.198 -1.1455 -1.1492 -1.1244 0.0492
H -0.714 -1.295 0.496 0.0412 -0.4789 -0.2502 -0.0027
O -1.326 -0.543 0.479 0.7310 1.8310 0.7299 -0.0851
H -2.489 3.763 -3.200 -0.0061 0.0106 0.0124 0.0683
H -2.759 2.338 -2.721 0.5237 -0.3386 -0.0920 -0.0075
O -3.183 3.174 -2.886 -0.3845 0.2793 -0.0128 -0.0229
H -2.761 -3.141 -4.563 0.2991 -0.0836 -0.1741 0.0221
H -1.943 -3.342 -5.874 -0.0955 -0.1117 0.3152 0.0474
O -1.998 -3.600 -4.943 -0.2460 0.0382 -0.1207 -0.0563
H 4.096 0.382 5.395 -0.5832 0.3251 0.0578 0.0211
H 3.327 -0.741 4.575 0.0301 0.6699 0.5192 0.0206
O 4.163 -0.468 4.974 0.5118 -0.9884 -0.6196 -0.0548
H 0.069 -3.448 -2.830 -0.2200 0.4741 0.1199 0.0242
O 0.169 -2.544 -3.153 0.3681 1.1609 0.3196 -0.0915
H -3.653 4.381 3.455 -0.3755 0.4517 -0.2466 0.0338
H -3.068 3.297 4.315 0.1173 0.2013 -0.1713 0.0469
O -2.835 3.912 3.603 0.3996 -0.7457 0.3271 -0.0575
H 1.353 0.522 -0.450 0.3747 -0.0718 -0.5356 0.0617
H 2.539 4.100 0.625 -0.4221 -0.0354 -0.3379 0.0118
H 3.621 0.468 -0.899 0.1790 -0.2896 0.0524 0.0329
H 1.748 1.990 5.820 -0.5894 0.5373 0.2132 0.0298
H -2.114 -2.728 0.512 0.4116 0.3749 0.2377 0.0229
H -0.623 -1.977 -2.880 0.2937 -1.5834 -0.5947 0.0127
O -0.278 0.950 -3.137 -0.0308 -0.6987 -0.5492 -0.0776
H 0.042 1.094 -4.046 0.0849 0.6172 0.4986 0.0412
H -0.845 0.178 -3.407 0.4150 0.7312 0.7059 0.0208
O 4.185 3.731 1.211 0.1951 1.4819 1.5504 -0.0570
H 4.868 4.428 1.125 -0.0105 -0.6580 -0.8193 0.0919
H 3.898 4.042 2.106 -0.2971 -0.9612 -0.4267 0.0847
O 2.928 -2.643 -2.964 -0.6737 -0.1913 0.0141 -0.0573
H 2.874 -1.878 -3.555 0.0891 -0.4303 -0.0957 0.0492
H 2.088 -3.132 -3.144 0.9753 0.7344 0.1162 0.0519
O 2.640 1.614 -2.295 -1.2108 0.3652 0.5919 0.0817
H 2.126 0.956 -2.810 -0.3661 0.2947 0.4154 0.0698
H 2.014 2.373 -2.135 0.8754 -0.4317 -0.6569 0.1196
O 1.205 -0.881 -1.221 1.8572 -0.5045 0.0440 -0.0628
H 0.833 -1.412 -1.962 -0.6579 -0.1302 -0.0192 0.0270
H 2.116 -1.254 -1.284 -0.4194 0.0521 0.3579 0.0675
O -1.290 -0.248 -5.139 0.8743 0.9109 -1.3266 -0.0461
H -2.193 -0.542 -5.162 -0.6577 -0.1712 -0.3512 0.0467
H -1.141 0.392 -5.888 -0.6021 -1.1149 1.0241 0.1099
O -4.933 2.153 2.441 -0.3068 -1.2420 1.0519 -0.0542
H -5.648 2.628 2.015 0.5836 0.3622 -0.5315 0.0463
H -4.040 2.385 2.185 -0.2800 0.7123 -0.3444 -0.0122
```
Forces are in eV/Å.

Summary:
**Charge**: +1
**Frontier orbital gap (spin up / spin down)**: 0.3501 / 0.1492 hartree
**Spin multiplicity**: 2
**Energy relative to the best compared isomer or geometry (same formula, charge and spin)**: 5.7050 eV
**HOMO level (spin up / spin down)**: -12.699 / -12.684 eV

---

2 unconnected molecules or ions with the total composition C15H15F3NO6S2 at a distorted geometry, computed with wB97M-V/def2-TZVPD.

Geometry as XYZ:
```
42
Properties=species:S:1:pos:R:3:forces:R:3:lowdin_charge:R:1
F 1.260 -2.679 1.367 -1.3327 0.2060 0.6170 0.0731
C -0.003 -2.553 1.876 1.0202 -0.0650 0.9739 -0.8101
F -0.391 -3.763 2.360 0.4051 1.0827 -0.3093 0.0840
F 0.048 -1.691 2.947 0.0724 -1.0607 -0.9475 0.0629
S -1.050 -1.916 0.571 -1.4272 -0.4992 0.3372 1.1714
N -2.582 -2.351 1.353 1.2102 0.3234 -0.9970 -0.2089
C -3.541 -1.370 1.667 -0.0510 1.2813 -0.0315 -0.4380
O -3.421 -0.169 1.505 -0.1542 -2.0109 0.2986 0.0828
C -4.753 -2.115 2.216 -0.1264 0.5541 0.0508 -0.0806
C -4.480 -3.584 1.983 0.0995 -0.7624 -0.1757 -0.0811
C -3.123 -3.663 1.280 0.2703 -0.3804 -0.2640 -0.4490
O -2.589 -4.614 0.760 -0.6568 1.0444 0.6388 0.0964
H -4.842 -1.882 3.287 -0.0679 0.1138 -0.3987 0.1324
H -5.655 -1.773 1.688 0.3124 0.0709 0.2936 0.1315
H -4.408 -4.142 2.928 -0.0322 0.0076 -0.3920 0.1311
H -5.242 -4.054 1.345 0.3330 -0.0116 0.2595 0.1299
C 5.604 -0.888 -2.838 0.2417 -0.0061 0.0566 -0.0972
C 4.228 -0.668 -3.439 -0.2787 0.5292 0.4819 -0.2414
O 3.588 0.339 -2.616 0.9856 -1.0828 -0.6701 -0.0845
C 2.383 0.861 -3.027 -1.5514 1.5753 1.1885 -0.5780
C 1.860 1.625 -1.887 0.2910 -0.7918 -1.4113 -0.2022
S 0.738 2.890 -2.043 0.2591 -1.2541 1.4728 0.6211
C 0.100 3.013 -0.355 -0.1975 0.0363 0.1781 -0.2707
C -0.742 2.016 0.136 0.2525 0.1768 0.1212 -0.0660
C -1.139 2.044 1.467 -0.2802 -0.2697 -0.0327 -0.0960
C -0.735 3.081 2.300 -0.0433 0.2857 0.0765 -0.1082
C 0.006 4.138 1.776 -0.0617 0.0327 0.0604 -0.1031
C 0.415 4.110 0.445 0.1114 -0.1346 -0.0658 -0.0694
O 1.338 4.193 -2.222 -0.0105 0.5836 -0.7216 -0.3668
O -0.391 2.469 -2.837 -0.2533 0.4565 -0.7289 -0.3436
O 1.908 0.694 -4.144 0.7324 -0.3116 0.3917 0.0172
H 6.142 -1.727 -3.297 -0.2591 0.1018 -0.1028 0.0659
H 6.220 0.007 -2.985 -0.1110 -0.1164 0.2134 0.0725
H 5.522 -1.111 -1.769 0.0212 0.1736 -0.1275 0.0720
H 4.321 -0.320 -4.475 -0.3052 -0.1490 0.1634 0.1151
H 3.637 -1.589 -3.380 -0.0166 0.1099 -0.2760 0.1169
H 2.469 1.622 -0.999 0.0651 0.3776 0.0844 0.0607
H -1.084 1.232 -0.532 0.1564 0.0015 0.0424 0.1019
H -1.801 1.257 1.834 0.3390 0.3262 -0.0520 0.0662
H -1.044 3.092 3.347 0.0829 0.0062 -0.2661 0.0928
H 0.257 5.001 2.395 -0.0359 -0.2603 -0.0969 0.0937
H 0.972 4.939 0.013 -0.0085 -0.2902 0.0669 0.1034
```
Forces are in eV/Å.

Summary:
**Charge**: -1
**Frontier orbital gap**: 0.2045 hartree
**Spin multiplicity**: 1
**Energy relative to the best compared isomer or geometry (same formula, charge and spin)**: 0.0000 eV
**HOMO level**: -3.565 eV

---

A single C5H6FNS molecule at a distorted geometry, computed with wB97M-V/def2-TZVPD.

Geometry as XYZ:
```
14
Properties=species:S:1:pos:R:3:forces:R:3:lowdin_charge:R:1
C 1.097 1.592 -0.082 0.1803 -0.9130 0.5526 -0.0517
C 0.063 0.509 -0.086 -0.4155 0.1249 -0.0175 -0.3478
C -1.314 0.620 -0.076 0.3016 0.5660 -0.0209 0.0199
C -1.819 -0.699 -0.084 0.1428 -0.2869 0.0956 -0.2998
F -3.123 -1.018 -0.073 0.0806 0.0075 -0.0186 0.0583
C -0.788 -1.594 -0.088 -0.3904 0.8104 -0.0715 -0.0770
N 0.372 -0.837 -0.098 0.2865 0.1369 0.0948 -0.4747
S 1.937 -1.488 -0.160 -0.1731 0.0544 -0.2177 0.8480
H 0.576 2.527 -0.114 -0.1435 0.6154 0.0765 0.0686
H 1.739 1.520 -0.953 0.1836 0.0154 -0.1103 0.0694
H 1.731 1.536 0.828 -0.3399 0.1408 -0.5368 0.0873
H -1.880 1.560 -0.070 0.3103 -0.6338 0.0007 0.1231
H -0.764 -2.651 -0.098 0.0077 -0.6526 -0.0105 0.1047
H 2.173 -1.577 1.155 -0.0310 0.0146 0.1836 -0.1283
```
Forces are in eV/Å.

Summary:
**Frontier orbital gap**: 0.3291 hartree
**Spin multiplicity**: 1
**SMILES**: Cc1cc(F)cn1S
**Energy relative to the best compared isomer or geometry (same formula, charge and spin)**: 0.0000 eV
**HOMO level**: -8.370 eV

---

A single C3H4OS molecule at a distorted geometry, computed with wB97M-V/def2-TZVPD.

Geometry as XYZ:
```
9
Properties=species:S:1:pos:R:3:forces:R:3:lowdin_charge:R:1
O 0.194 2.629 0.175 -0.0105 -4.7353 -2.2091 -0.0339
C 0.110 1.396 -0.159 -0.0572 4.6777 1.2611 -0.2785
C -0.325 0.432 0.905 3.3677 -2.4784 -0.8162 -0.2436
C -0.804 -0.905 0.188 -1.8037 -0.1380 4.1572 -0.6558
S 0.361 -1.678 -0.584 -0.6393 -1.1051 -1.2176 0.7147
H 0.379 0.923 -1.202 -0.3841 1.2113 1.7175 0.1209
H -0.592 0.908 1.912 -0.2824 -0.9980 -1.8081 0.1408
H 0.790 -0.139 0.959 -2.3126 2.3301 0.9132 0.1207
H -1.800 -1.407 0.677 2.1221 1.2357 -1.9979 0.1146
```
Forces are in eV/Å.

Summary:
**Frontier orbital gap**: 0.3006 hartree
**Spin multiplicity**: 1
**SMILES**: O=CCC=S
**Energy relative to the best compared isomer or geometry (same formula, charge and spin)**: 2.9200 eV
**HOMO level**: -9.203 eV

---

A molecular structure, C4H11O2Pm at a distorted geometry, computed with wB97M-V/def2-TZVPD.

Geometry as XYZ:
```
18
Properties=species:S:1:pos:R:3:forces:R:3:lowdin_charge:R:1
C -0.639 2.993 -1.464 0.5925 -0.2386 0.9618 -0.3458
H -1.614 2.469 -1.477 0.3259 0.1874 -0.4557 -0.0622
H -0.845 3.920 -0.898 0.1299 -0.2219 -0.1285 -0.0669
H -0.293 3.329 -2.456 -0.4104 -0.3426 0.1871 -0.0595
Pm 1.138 1.563 -0.047 -0.3842 1.1069 -0.3392 1.5585
O 0.174 -0.120 -1.457 -0.9527 1.1851 -2.6502 -0.2681
H -0.307 0.346 -2.261 1.1902 -1.3002 2.3630 0.1722
C 1.016 -0.930 2.407 0.1822 -0.3419 0.5064 -0.0686
O 0.456 -0.569 1.156 -0.0392 0.4733 -0.2091 -0.3735
C 0.095 -1.671 0.336 -0.0380 -0.4740 -0.1828 -0.1877
C -0.645 -1.117 -0.855 -0.7535 -0.5058 -0.0126 -0.2021
H 1.249 -0.003 2.942 -0.0555 -0.2426 -0.0357 0.0958
H 0.289 -1.517 2.986 0.2269 0.1879 -0.0788 0.1120
H 1.935 -1.518 2.266 -0.2197 0.1334 0.0657 0.1097
H -0.558 -2.361 0.893 0.1232 0.1737 -0.1533 0.1507
H 0.999 -2.221 0.029 -0.1759 0.1501 0.0701 0.1477
H -1.597 -0.667 -0.532 0.2269 -0.1339 -0.0943 0.1426
H -0.853 -1.928 -1.567 0.0315 0.2036 0.1859 0.1451
```
Forces are in eV/Å.

Summary:
**Charge**: +1
**Frontier orbital gap (spin up / spin down)**: 0.2414 / 0.2540 hartree
**Spin multiplicity**: 6
**Energy relative to the best compared isomer or geometry (same formula, charge and spin)**: 0.0000 eV
**HOMO level (spin up / spin down)**: -10.515 / -10.840 eV